Entry a
Molecular formula: C20H26N3O9P2RuSSe2
Method: DFT, the ωB97M-V functional and the def2-TZVPD basis

2S+1: 2
HOMO (alpha / beta): -7.59 / -7.61 eV

Structure (XYZ):
```
64
Properties=species:S:1:pos:R:3:lowdin_charge:R:1
Ru 0.10 0.12 0.09 1.02
S -2.93 -3.13 -1.33 1.15
C -3.95 -1.94 -0.58 -0.44
C -5.33 -1.97 -0.41 -0.09
C -5.93 -0.89 0.20 -0.08
C -5.17 0.19 0.65 -0.08
C -3.80 0.23 0.48 -0.05
C -3.18 -0.85 -0.15 -0.33
N -1.85 -0.98 -0.42 -0.06
C -1.56 -2.10 -1.02 -0.52
C -0.20 -2.46 -1.36 -0.26
C 0.13 -3.69 -1.93 -0.05
C 1.45 -4.01 -2.15 -0.08
C 2.45 -3.11 -1.79 -0.08
C 2.12 -1.89 -1.22 -0.15
C 0.79 -1.53 -1.02 -0.23
H -5.90 -2.82 -0.75 0.11
H -7.00 -0.87 0.32 0.10
H -5.67 1.03 1.13 0.11
H -3.20 1.06 0.81 0.08
H -0.66 -4.39 -2.17 0.09
H 1.71 -4.96 -2.59 0.10
H 3.48 -3.37 -1.94 0.10
H 2.91 -1.21 -0.93 0.06
O 0.06 3.43 -0.23 -0.24
C 0.66 4.27 -1.19 -0.26
C 0.46 3.62 -2.57 -0.57
C 0.82 4.67 -3.65 -0.23
O 0.63 4.21 -4.96 -0.05
C -1.01 3.24 -2.77 -0.48
Se -1.62 1.59 -1.88 0.86
C 1.37 2.40 -2.73 -0.48
Se 1.91 1.45 -1.05 0.90
H 0.27 3.74 0.65 0.09
H 1.73 4.37 -1.01 0.12
H 0.20 5.26 -1.17 0.13
H 1.86 5.00 -3.49 0.13
H 0.17 5.54 -3.55 0.13
H 1.22 3.46 -5.11 0.09
H -1.21 3.11 -3.83 0.07
H -1.66 4.04 -2.39 0.07
H 2.33 2.70 -3.18 0.07
H 0.90 1.65 -3.38 0.05
N 2.20 -1.79 4.63 0.17
C 2.01 -1.76 3.17 -0.53
C 2.59 -2.98 2.53 -0.07
P 0.17 -1.84 3.01 0.33
O -0.15 -0.40 3.74 -0.17
O -0.23 -2.93 3.94 -0.29
O -0.30 -1.81 1.60 -0.29
P 2.80 -0.19 2.56 0.31
O 2.28 0.84 3.72 -0.16
O 4.26 -0.35 2.67 -0.27
O 2.17 0.21 1.25 -0.48
H 1.40 -2.35 5.00 0.14
H 2.15 -0.81 4.94 0.14
H 3.12 -2.18 4.88 0.17
H 2.15 -3.88 2.96 0.09
H 3.68 -3.00 2.63 0.09
H 2.35 -2.97 1.46 0.08
H -1.08 -0.38 3.97 0.08
H 1.47 1.27 3.44 0.03
O -0.18 1.88 2.13 -0.04
N -0.73 1.20 1.32 -0.16
```

***

Entry b
Molecular formula: C20H26N3O9P2RuSSe2
Method: DFT, the ωB97M-V functional and the def2-TZVPD basis

2S+1: 2
HOMO (alpha / beta): -7.48 / -7.20 eV

Structure (XYZ):
```
64
Properties=species:S:1:pos:R:3:lowdin_charge:R:1
Ru 0.24 -0.28 0.15 1.11
S 0.81 1.44 4.32 1.15
C 0.36 -0.22 4.45 -0.46
C 0.28 -1.01 5.59 -0.09
C -0.10 -2.33 5.43 -0.09
C -0.40 -2.84 4.16 -0.07
C -0.32 -2.05 3.03 -0.01
C 0.07 -0.72 3.18 -0.27
N 0.21 0.22 2.15 -0.04
C 0.58 1.40 2.60 -0.46
C 0.73 2.64 1.85 -0.19
C 0.70 3.86 2.54 -0.08
C 0.81 5.07 1.88 -0.10
C 0.95 5.07 0.49 -0.08
C 0.98 3.89 -0.21 -0.02
C 0.89 2.65 0.44 -0.41
H 0.51 -0.61 6.56 0.11
H -0.17 -2.97 6.30 0.10
H -0.70 -3.87 4.06 0.11
H -0.55 -2.45 2.05 0.08
H 0.56 3.86 3.61 0.08
H 0.78 5.99 2.44 0.10
H 1.03 6.01 -0.03 0.10
H 1.09 3.89 -1.29 0.11
O -3.41 -0.68 -3.67 -0.05
C -3.32 0.10 -2.47 -0.21
C -2.58 1.39 -2.80 -0.53
C -3.34 2.07 -3.97 -0.21
O -2.77 3.30 -4.39 -0.04
C -1.18 1.12 -3.35 -0.46
Se 0.24 0.12 -2.47 0.99
C -2.63 2.40 -1.64 -0.42
Se -2.28 1.89 0.23 1.08
H -3.79 -1.53 -3.44 0.10
H -2.79 -0.46 -1.70 0.09
H -4.32 0.34 -2.08 0.14
H -4.39 2.21 -3.66 0.13
H -3.34 1.42 -4.84 0.13
H -2.95 3.97 -3.72 0.08
H -0.71 2.06 -3.65 0.07
H -1.29 0.53 -4.26 0.07
H -3.65 2.80 -1.60 0.07
H -1.94 3.21 -1.85 0.06
N 3.46 -3.74 -1.44 0.16
C 2.72 -3.08 -0.29 -0.60
C 3.04 -3.83 0.99 -0.12
P 3.41 -1.29 -0.09 0.75
O 3.20 -0.95 -1.72 -0.37
O 2.22 -0.69 0.69 -0.58
O 1.00 1.56 -0.27 -0.34
P 0.95 -3.34 -0.72 0.30
O 1.01 -2.86 -2.27 -0.22
O 0.68 -4.79 -0.67 -0.29
O 0.10 -2.39 0.09 -0.43
H 4.43 -3.93 -1.18 0.16
H 3.43 -3.12 -2.25 0.13
H 3.00 -4.63 -1.68 0.15
H 4.11 -3.77 1.23 0.07
H 2.72 -4.87 0.95 0.08
H 2.50 -3.35 1.81 0.08
H 2.94 -0.03 -1.88 0.00
H 0.25 -3.17 -2.77 0.08
O -2.38 -0.70 0.86 -0.16
N -1.67 0.05 0.16 -0.62
```

***

Of them, the most stable is entry b and the least stable is entry a.

***

Entry a
Molecular formula: C4H3O2
Method: DFT, the ωB97M-V functional and the def2-TZVPD basis

net charge: +1
HOMO: -15.64 eV

Structure (XYZ):
```
9
Properties=species:S:1:pos:R:3:lowdin_charge:R:1
C -0.45 -1.22 0.00 -0.09
C 1.94 2.26 0.90 0.23
C 1.52 1.15 1.19 -0.01
C 0.42 -0.72 0.86 0.07
O -0.35 -1.95 -1.07 0.13
O 1.11 -0.16 1.69 0.22
H -1.59 -1.03 0.33 0.23
H 2.17 3.11 0.35 0.06
H -1.04 -2.11 -1.70 0.15
```

***

Entry b
Molecular formula: C4H3O2
Method: DFT, the ωB97M-V functional and the def2-TZVPD basis

net charge: +1
HOMO (alpha / beta): -14.60 / -14.60 eV

Structure (XYZ):
```
9
Properties=species:S:1:pos:R:3:lowdin_charge:R:1
C 1.23 2.63 -0.67 0.03
C 0.55 1.70 -0.92 0.06
C -1.35 -1.34 -0.08 0.39
C -1.14 0.42 -1.60 -0.30
O -1.53 0.60 -2.70 0.29
O -1.42 -0.09 -0.50 0.13
H 1.99 3.18 -0.33 0.00
H -1.68 -1.50 1.02 0.21
H -0.92 -2.06 -0.88 0.20
```

***

Of them, the most stable is entry a and the least stable is entry b.

***

Entry a
Molecular formula: C7H6O
Method: DFT, the ωB97M-V functional and the def2-TZVPD basis

structure (SMILES): C#CC1=CC=C[C@H]1O
HOMO: -8.33 eV

Structure (XYZ):
```
14
Properties=species:S:1:pos:R:3:lowdin_charge:R:1
C -0.75 -0.40 -0.56 -0.35
C 0.21 -0.62 -1.76 -0.02
C 1.45 -0.22 -1.46 -0.09
C 1.48 0.46 -0.16 0.03
C 0.16 0.40 0.35 -0.20
C -0.40 1.03 1.49 -0.09
C -0.87 1.65 2.44 0.12
H -0.27 -2.00 0.26 0.13
H -1.71 0.03 -0.74 0.15
H -0.06 -1.12 -2.69 0.11
H 2.32 -0.24 -2.10 0.10
H 2.27 0.84 0.45 0.10
H -1.13 1.94 3.44 0.03
O -1.14 -1.65 -0.07 -0.02
```

***

Entry b
Molecular formula: C7H6O
Method: DFT, the ωB97M-V functional and the def2-TZVPD basis

structure (SMILES): C#CC(C#C)=CCO
HOMO: -8.45 eV

Structure (XYZ):
```
14
Properties=species:S:1:pos:R:3:lowdin_charge:R:1
C 0.79 1.47 1.36 -0.19
C 0.93 0.19 0.53 0.00
C 0.08 -0.53 -0.28 -0.37
C 0.74 -1.55 -0.93 -0.15
C 1.36 -2.44 -1.48 0.12
C -1.21 -0.33 -0.51 -0.10
C -2.46 -0.21 -0.28 0.16
H -0.41 3.23 1.01 0.15
H 1.71 2.02 0.96 0.12
H 0.82 1.30 2.51 0.14
H 2.04 -0.17 0.54 0.15
H 1.70 -3.33 -2.13 0.07
H -3.54 -0.05 -0.58 0.05
O -0.46 2.17 0.91 -0.16
```

***

Entry c
Molecular formula: C7H6O
Method: DFT, the ωB97M-V functional and the def2-TZVPD basis

structure (SMILES): C=C1C=CC=CC1=O
HOMO: -8.88 eV

Structure (XYZ):
```
14
Properties=species:S:1:pos:R:3:lowdin_charge:R:1
C -1.93 1.16 0.32 0.12
C -0.57 0.81 -0.16 -0.20
C 0.79 1.49 -0.06 -0.13
C 1.86 0.72 -0.13 -0.10
C 1.69 -0.74 0.44 -0.04
C 0.61 -1.40 0.06 -0.08
C -0.57 -0.64 -0.34 -0.36
H -2.89 0.45 0.51 0.12
H -2.12 2.22 0.87 0.09
H 0.71 2.63 -0.67 0.18
H 2.82 1.32 -0.47 0.14
H 2.49 -1.63 0.59 0.15
H 0.55 -2.48 0.08 0.12
O -1.60 -1.37 -0.20 -0.02
```

***

Of them, the most stable is entry a and the least stable is entry b.